1.
{
  "formula": "C23H44BiNOP3",
  "method": "ωB97M-V/def2-TZVPD",
  "symbols": ["Bi", "P", "P", "P", "H", "C", "C", "H", "C", "C", "C", "C", "C", "C", "C", "C", "C", "H", "H", "H", "H", "H", "H", "H", "H", "H", "H", "H", "H", "H", "H", "H", "H", "H", "H", "H", "H", "H", "H", "H", "H", "H", "H", "H", "H", "H", "C", "C", "C", "C", "C", "C", "O", "H", "H", "H", "H", "H", "H", "N", "C", "C", "C", "C", "C", "C", "H", "H", "H", "H", "H", "H", "H"],
  "xyz": [[0.6326, -0.3422, -1.3011], [0.6933, -3.9534, -1.3140], [2.4193, 0.2093, 0.6097], [-1.7453, 0.1287, -0.2529], [1.2583, 4.5988, 0.1466], [0.2504, 4.3242, 0.4767], [-0.1077, 4.4132, 1.7680], [0.6042, 4.7432, 2.5314], [1.4223, -3.5946, -2.9203], [1.5392, -5.3729, -0.6115], [-1.0488, -4.3250, -1.5575], [2.0787, 1.5988, 1.7336], [2.8446, -1.1572, 1.7447], [4.0303, 0.6489, -0.1314], [-1.7522, 1.4878, 0.9506], [-2.7211, -1.2023, 0.5146], [-2.7824, 0.7238, -1.6350], [-0.4569, 4.0836, -0.3257], [-1.1281, 4.2180, 2.1171], [0.8968, -4.1668, -3.7027], [2.4861, -3.8782, -2.9183], [1.3443, -2.5184, -3.1496], [1.3759, -6.2531, -1.2471], [1.1486, -5.5745, 0.3936], [2.6161, -5.1721, -0.5356], [-1.1513, -5.2609, -2.1285], [-1.5315, -3.5098, -2.1153], [-1.5434, -4.4336, -0.5830], [3.0327, 2.0072, 2.0983], [1.4873, 1.2649, 2.5977], [1.5247, 2.4016, 1.2344], [3.9044, -1.0671, 2.0299], [2.6991, -2.1301, 1.2555], [2.2234, -1.1231, 2.6519], [4.8198, 0.5388, 0.6277], [4.0095, 1.6875, -0.4900], [4.2575, -0.0132, -0.9787], [-2.7709, 1.8943, 1.0319], [-1.0779, 2.3059, 0.6696], [-1.4477, 1.1246, 1.9404], [-3.7768, -1.0753, 0.2323], [-2.6365, -1.1743, 1.6107], [-2.3797, -2.1850, 0.1580], [-3.8286, 0.4352, -1.4521], [-2.4519, 0.2749, -2.5825], [-2.7086, 1.8159, -1.7334], [0.2611, 1.9786, -3.4481], [0.9739, 1.2106, -4.4087], [0.4678, 1.1036, -5.6983], [-0.6523, 1.8506, -6.0799], [-1.2575, 2.7272, -5.1723], [-0.7700, 2.8543, -3.8810], [0.4381, 1.7927, -2.1467], [0.8567, -2.8713, -0.3869], [1.8463, 0.6398, -4.0792], [0.9611, 0.4385, -6.4103], [-1.0526, 1.7569, -7.0916], [-2.1165, 3.3251, -5.4777], [-1.2085, 3.5289, -3.1492], [-0.7416, -1.9882, 3.6131], [-0.9541, -0.7224, 4.0739], [0.1416, 0.1158, 4.3932], [-0.0760, 1.4619, 4.6850], [-1.3798, 1.9714, 4.7379], [-2.4740, 1.1276, 4.5035], [-2.2717, -0.2126, 4.1809], [0.1909, -2.3735, 3.5273], [-1.5112, -2.6109, 3.4011], [1.1482, -0.3157, 4.4094], [0.7760, 2.1148, 4.8868], [-1.5400, 3.0235, 4.9782], [-3.4921, 1.5140, 4.5738], [-3.1162, -0.8871, 4.0068]],
  "charge": 3,
  "largest_force_ha_per_bohr": 0.0700,
  "e_tot_ha": -2270.42003,
  "molar_mass_g_mol": 652.5
}

2.
{
  "formula": "C28H45NO24",
  "method": "ωB97M-V/def2-TZVPD",
  "symbols": ["C", "O", "C", "C", "O", "C", "C", "C", "O", "C", "N", "H", "H", "H", "H", "H", "H", "H", "H", "H", "H", "H", "H", "H", "H", "H", "H", "H", "O", "C", "O", "C", "C", "O", "H", "H", "H", "H", "O", "C", "O", "C", "C", "O", "H", "H", "H", "H", "O", "C", "O", "C", "C", "O", "H", "H", "H", "H", "O", "C", "O", "C", "C", "O", "H", "H", "H", "H", "O", "C", "O", "C", "C", "O", "H", "H", "H", "H", "O", "C", "O", "C", "C", "O", "H", "H", "H", "H", "O", "C", "O", "C", "C", "O", "H", "H", "H", "H"],
  "xyz": [[2.0397, 1.0000, 2.0216], [1.9967, 0.3224, 0.7808], [1.1054, -0.7933, 0.8390], [0.2867, -0.9844, -0.4280], [-0.5295, 0.0756, -0.8741], [-0.9489, 1.0451, 0.0447], [-2.1758, 0.7125, 0.9467], [-2.4379, -0.7733, 1.2607], [-3.2698, -1.3406, 0.2545], [-3.2626, -0.8767, 2.5996], [-2.6579, -1.8590, 3.5343], [2.5577, 0.3965, 2.7764], [1.0287, 1.2166, 2.4019], [2.5247, 1.9671, 1.8753], [1.7205, -1.6918, 0.9731], [0.4735, -0.7449, 1.7364], [-0.3272, -1.8897, -0.2876], [0.9811, -1.2437, -1.2406], [-0.1548, 1.4692, 0.6753], [-1.2636, 1.9025, -0.5644], [-3.0769, 1.0894, 0.4425], [-2.0894, 1.3241, 1.8516], [-1.5394, -1.3692, 1.4305], [-3.1844, -0.8223, -0.5449], [-3.2307, 0.0706, 3.1423], [-4.2866, -1.1812, 2.3964], [-1.7431, -1.5272, 3.8177], [-2.4621, -2.7102, 3.0187], [2.4854, -2.9107, 2.5178], [3.4331, -3.3616, 1.9539], [3.6241, -3.2902, 0.6160], [4.9596, -3.7271, 0.3385], [5.2657, -4.5954, 1.5337], [4.4495, -4.0078, 2.5578], [4.9999, -4.2701, -0.6028], [5.6105, -2.8523, 0.2724], [4.9636, -5.6285, 1.3903], [6.3149, -4.5728, 1.8163], [0.5654, -4.5249, -4.4190], [0.2082, -3.3939, -4.3667], [-1.0860, -2.9948, -4.3949], [-1.1241, -1.5975, -4.0795], [0.2599, -1.1413, -4.4624], [1.0394, -2.3296, -4.2694], [-1.9064, -1.0952, -4.6431], [-1.3213, -1.4795, -3.0111], [0.3290, -0.8378, -5.5080], [0.6221, -0.3419, -3.8349], [-0.3046, 1.6151, -4.6042], [0.3977, 2.2289, -3.8616], [0.1840, 2.2848, -2.5381], [1.3339, 2.8890, -1.9307], [1.9110, 3.6891, -3.0748], [1.4880, 2.9359, -4.2211], [1.0437, 3.5033, -1.0819], [2.0039, 2.0996, -1.5841], [1.4894, 4.6947, -3.1396], [2.9951, 3.7603, -3.0396], [-5.6927, 4.7075, -2.8866], [-4.7681, 4.2589, -3.4845], [-4.6077, 4.3213, -4.8253], [-3.2777, 3.8771, -5.1279], [-2.9471, 3.0158, -3.9349], [-3.7388, 3.6102, -2.9008], [-3.2573, 3.3287, -6.0661], [-2.6249, 4.7490, -5.2114], [-3.2590, 1.9785, -4.0692], [-1.9026, 3.0352, -3.6702], [5.7116, -7.5252, 1.8886], [4.6340, -8.0220, 1.9691], [4.2943, -9.2146, 1.4315], [2.9996, -9.5674, 1.9291], [2.4156, -8.2243, 2.2944], [3.5836, -7.4592, 2.6085], [2.4240, -10.0888, 1.1682], [3.1216, -10.2213, 2.7950], [1.8977, -7.7506, 1.4580], [1.7438, -8.2691, 3.1480], [4.9540, 4.4083, 1.5485], [4.3818, 4.7837, 2.5160], [4.8966, 5.6346, 3.4352], [3.8396, 6.0256, 4.3145], [2.8630, 4.8829, 4.1774], [3.1186, 4.4174, 2.8493], [4.2097, 6.1494, 5.3295], [3.4251, 6.9746, 3.9677], [3.0650, 4.0720, 4.8804], [1.8264, 5.1944, 4.2833], [-5.8388, 1.1250, 2.2185], [-6.1620, 2.1044, 1.6317], [-5.7992, 2.3934, 0.3595], [-6.5570, 3.5325, -0.0693], [-6.9123, 4.1924, 1.2392], [-6.9405, 3.0874, 2.1481], [-5.9655, 4.1664, -0.7208], [-7.4372, 3.1873, -0.6155], [-6.1497, 4.9009, 1.5711], [-7.8760, 4.6959, 1.2131]],
  "smiles": "COCCOCC[C@H](O)CN.O=C1OCCO1.O=C1OCCO1.O=C1OCCO1.O=C1OCCO1.O=C1OCCO1.O=C1OCCO1.O=C1OCCO1",
  "relative_energy_kcal_mol": 18.6,
  "charge": 0,
  "largest_force_ha_per_bohr": 0.0446,
  "e_tot_ha": -2954.44494,
  "molar_mass_g_mol": 779.7
}

Which value of charge does entry 2 give? 0

Which of these has the highest charge? C23H44BiNOP3

What is the charge in the second record? 0